# 1
A structure of composition C33H51I2N10O3PSTa, computed with wB97M-V/def2-TZVPD.

```
102
Properties=species:S:1:pos:R:3:lowdin_charge:R:1
Ta -1.647 0.811 -0.969 1.39
I -0.464 3.286 -2.545 0.83
I -1.345 -4.707 -0.467 0.89
S -3.223 0.665 -2.904 0.62
P 0.786 1.190 1.435 0.62
O -1.946 -1.347 -0.601 -0.17
O -3.197 0.807 0.273 -0.28
O -4.585 -0.905 0.613 0.09
N -1.839 -1.636 1.633 0.24
N -0.139 1.239 2.809 -0.20
N -2.525 -2.049 -5.592 0.04
N -2.969 -1.068 -4.869 0.07
N 1.866 -0.039 1.561 -0.18
N -1.072 -0.880 -3.558 0.07
N -0.519 -0.331 -2.569 -0.12
N -0.209 0.950 0.216 -0.30
N -5.308 2.252 -0.880 0.01
N 1.683 2.554 1.338 -0.19
C 1.841 0.158 -2.133 -0.06
C 2.491 -2.501 -2.610 -0.07
C -1.600 -4.034 -4.544 -0.04
C 1.165 -2.100 -2.654 -0.03
C -1.736 0.266 4.739 -0.18
C 0.625 -4.773 -5.075 -0.09
C -1.425 1.946 2.881 -0.20
C -2.193 -2.022 0.419 -0.66
C 3.677 3.729 0.547 -0.17
C -2.360 -0.541 -3.838 -0.76
C 3.234 0.113 2.080 -0.20
C 3.495 -1.578 -2.353 -0.09
C -0.569 -4.954 -4.393 -0.10
C 3.582 -1.022 3.033 -0.17
C 1.413 -1.421 1.322 -0.20
C 3.503 -2.392 2.333 -0.17
C 1.450 3.768 2.135 -0.18
C 0.534 1.090 4.114 -0.18
C -4.406 0.255 0.318 -0.57
C -2.442 1.111 3.669 -0.16
C 0.850 -0.766 -2.428 -0.25
C 2.609 -2.328 1.093 -0.17
C -1.415 -2.940 -5.374 -0.26
C -1.996 2.963 -1.070 -0.80
C 3.047 5.115 0.743 -0.18
C -2.837 -3.359 0.252 -0.53
C 2.612 2.701 0.202 -0.21
C 0.799 -3.669 -5.901 -0.07
C -0.223 -2.746 -6.053 -0.02
C 1.604 4.994 1.247 -0.17
C -0.503 1.011 5.236 -0.17
C 3.165 -0.251 -2.108 -0.08
C -5.573 1.197 0.083 -0.17
H -6.434 0.564 -0.144 0.12
H 3.114 -3.135 3.032 0.11
H 1.109 0.164 4.084 0.10
H 4.432 3.752 -0.240 0.12
H 0.377 -2.807 -2.874 0.08
H 4.500 -2.730 2.046 0.11
H 4.530 -1.892 -2.339 0.11
H 3.947 0.122 1.247 0.12
H 2.065 3.010 -0.695 0.06
H -2.418 0.039 5.558 0.11
H 1.237 1.911 4.303 0.11
H -3.151 1.792 4.145 0.12
H -2.129 -2.162 2.440 0.13
H -2.929 3.307 -1.503 -0.05
H 2.739 -3.539 -2.791 0.11
H 1.307 5.888 1.795 0.12
H 2.164 3.819 2.966 0.12
H -1.286 2.918 3.368 0.11
H -1.422 -0.722 1.769 0.07
H -0.049 0.518 6.096 0.12
H 3.060 1.728 -0.005 0.08
H 2.895 -0.992 3.881 0.10
H 4.187 3.405 1.459 0.11
H -5.442 1.918 -1.827 0.04
H 2.252 -3.323 0.820 0.11
H -2.543 -4.167 -4.029 0.12
H 0.837 -1.786 2.183 0.11
H 3.313 1.077 2.581 0.11
H -0.788 2.012 5.564 0.12
H -1.719 3.567 -0.210 -0.04
H -3.021 0.481 2.991 0.09
H 0.452 3.730 2.566 0.09
H -3.237 -3.762 1.175 0.06
H 1.732 -3.530 -6.432 0.11
H 4.579 -0.851 3.439 0.12
H 3.166 -1.950 0.235 0.09
H 3.056 5.670 -0.197 0.11
H 0.755 -1.431 0.451 0.08
H 0.914 4.892 0.404 0.10
H -1.414 -0.697 4.327 0.10
H 3.946 0.474 -1.916 0.11
H -1.783 2.139 1.872 0.08
H -5.942 3.026 -0.740 0.08
H -3.608 -3.287 -0.506 0.07
H -5.762 1.654 1.059 0.13
H 3.645 5.691 1.451 0.11
H -0.711 -5.817 -3.757 0.09
H 1.574 1.191 -1.964 0.02
H -0.105 -1.880 -6.691 0.12
H 1.421 -5.499 -4.971 0.11
H -3.180 -2.309 -6.313 0.16
```

The largest force on an atom is 0.30 eV/Å. Its lowest unoccupied orbital energy is -3.32 eV. The net charge is +1. Its multiplicity is 1. The HOMO energy comes out at -10.006 eV. Its relative energy (zero: lowest compared OMol25 entry of this formula, charge and spin) is 70.2 kJ/mol.



# 2
A structure of composition C33H51N5PRbSSi2Te at a distorted geometry, computed with wB97M-V/def2-TZVPD.

```
95
Properties=species:S:1:pos:R:3:lowdin_charge:R:1
Te 1.642 -2.152 1.604 1.12
Rb -1.572 -0.620 -0.101 0.57
S -1.410 1.383 -5.183 0.57
P -0.299 -2.411 -2.997 0.74
Si 3.744 0.443 1.398 0.45
Si 1.746 -5.418 3.181 0.50
N -2.487 1.769 1.171 -0.03
N 0.658 3.375 -5.077 -0.15
N -1.537 -0.141 3.022 0.06
N -3.624 1.013 -1.186 0.00
N -1.011 3.750 -6.411 -0.01
C -0.312 2.923 4.685 -0.07
C -4.122 2.077 -0.565 -0.16
C -0.026 0.504 5.293 -0.03
C 2.389 -6.975 2.278 -0.19
C 2.731 -3.836 2.458 -0.57
C -1.183 -1.114 3.933 -0.16
C -0.455 1.531 4.385 -0.17
C 2.435 0.968 0.162 -0.22
C -5.113 1.479 -3.033 -0.07
C -0.437 -0.797 5.060 -0.10
C 4.513 1.912 2.351 -0.19
C 1.523 2.715 -4.069 -0.06
C -3.567 2.507 0.767 -0.23
C -0.777 -2.368 -4.773 -0.32
C -5.700 2.556 -2.365 -0.02
C 0.850 4.785 -5.472 -0.13
C -1.255 1.163 3.242 -0.18
C -4.215 0.676 -2.358 -0.16
C -0.897 -4.057 -2.554 -0.34
C -4.115 3.638 1.393 -0.06
C -5.142 2.942 -1.146 -0.16
C 2.020 -5.426 5.037 -0.19
C 5.207 -0.557 0.486 -0.15
C -5.266 4.278 0.895 -0.10
C -0.556 2.822 -5.506 -0.78
C -1.307 3.449 2.532 -0.07
C 2.710 -0.513 2.651 -0.54
C -0.283 4.983 -6.444 -0.16
C -1.807 2.138 2.295 -0.26
C -0.090 -5.329 2.719 -0.19
C -0.679 3.865 3.712 -0.09
C -5.771 3.978 -0.370 -0.08
C 1.495 -2.881 -3.217 -0.30
H 2.596 2.964 -4.183 0.09
H 1.463 -3.627 -4.000 0.02
H -0.328 -1.413 -5.173 0.01
H 1.989 -3.212 -2.264 0.04
H -5.351 1.219 -4.030 0.09
H 3.495 -7.035 2.211 0.03
H 1.906 -6.447 5.459 0.04
H 1.994 0.109 3.258 0.02
H 3.267 -4.288 1.655 -0.04
H 2.337 0.181 -0.587 0.01
H -4.061 -0.284 -2.751 0.08
H -6.482 3.130 -2.863 0.11
H -0.503 -4.348 2.955 0.00
H 1.280 2.928 -2.985 0.10
H 0.380 0.785 6.262 0.11
H 3.372 -3.371 3.256 0.01
H 3.304 -1.043 3.380 -0.01
H -1.739 3.597 -7.046 0.11
H 1.950 -7.034 1.269 0.03
H -1.440 4.187 1.731 0.11
H 5.488 2.302 1.989 0.03
H 0.895 5.403 -4.567 0.12
H -3.749 3.863 2.440 0.12
H 1.990 -2.015 -3.719 0.04
H 2.982 -5.118 5.350 0.00
H 4.959 -1.623 0.476 0.01
H 4.669 1.486 3.377 0.04
H -0.546 4.968 3.858 0.11
H 2.786 1.856 -0.384 0.03
H 1.367 -4.755 5.614 0.03
H -1.827 -4.019 -1.963 0.03
H 6.062 -0.453 1.121 0.00
H -0.430 -3.213 -5.318 0.02
H -6.746 4.363 -0.681 0.10
H 5.344 -0.016 -0.453 0.02
H 0.250 3.184 5.557 0.09
H -0.200 -5.404 1.674 0.00
H -1.884 -2.218 -4.821 0.05
H -0.679 -6.156 3.151 0.05
H 3.879 2.800 2.391 0.02
H -0.306 -4.680 -1.825 0.06
H 2.053 -7.891 2.763 0.02
H -1.492 -2.162 3.737 0.10
H -5.748 4.992 1.499 0.08
H 0.011 -1.581 5.683 0.10
H -0.871 5.864 -6.115 0.13
H 0.037 5.186 -7.428 0.10
H 1.863 4.945 -5.866 0.12
H 1.449 1.114 0.621 0.03
H -1.054 -4.678 -3.426 0.03
H 1.367 1.632 -4.177 0.06
```

The largest force on an atom is 2.86 eV/Å. Its lowest unoccupied orbital energy is 0.13 eV. Its multiplicity is 1. The HOMO energy comes out at -5.474 eV. Its relative energy (zero: lowest compared OMol25 entry of this formula, charge and spin) is 287.6 kJ/mol.



> relative energy (zero: lowest compared OMol25 entry of this formula, charge and spin) of number 1 (C33H51I2N10O3PSTa)?

70.2 kJ/mol



> The lowest largest force on an atom belongs to which entry?

C33H51I2N10O3PSTa



> Which of these has the lowest relative energy (zero: lowest compared OMol25 entry of this formula, charge and spin)?

C33H51I2N10O3PSTa



> Which formula does entry 2 have?

C33H51N5PRbSSi2Te